Record 1
20
Properties=species:S:1:pos:R:3:forces:R:3:lowdin_charge:R:1 method="wB97M-V/def2-TZVPD" smiles="C=C(N)C[C@H](N)CO" lumo_ev=0.901 multiplicity=1 de_lowest_kcal_mol=46.1 gap_ev=9.22
N 1.461302 1.643218 -1.121165 0.011 -0.370 0.051 0.086
O -1.217515 -2.554842 0.613812 0.288 0.043 -0.264 -0.064
C 1.286626 0.874291 0.042607 -0.167 0.703 0.032 -0.430
H 1.467592 1.211023 -2.030092 0.107 -0.368 0.161 0.083
H -2.511016 -1.781578 -0.779915 0.127 0.268 -0.091 0.116
C -0.862555 -0.348523 -0.474440 -0.634 -0.758 1.368 -0.353
C 1.559049 1.431742 1.225454 -0.445 0.149 0.658 0.008
H 1.978066 2.424826 1.338833 0.055 0.048 -0.391 0.050
H -0.979260 0.365848 1.468473 -0.166 0.364 -0.296 0.062
N -1.558337 0.346264 0.632116 0.260 -0.849 -0.054 0.053
C -1.441098 -1.775067 -0.545740 0.551 -0.140 -0.931 -0.247
H -0.873742 -2.257421 -1.356209 -0.410 -0.237 0.069 0.118
H 1.125753 1.084055 2.157717 0.450 -0.641 -0.131 0.048
H 0.767302 -1.126634 0.691696 0.117 0.047 0.195 0.116
C 0.647455 -0.471853 -0.162444 0.001 1.163 -0.725 -0.119
H 1.218727 -0.886386 -0.992558 -0.274 -0.549 -0.154 0.121
H -1.120578 0.160363 -1.402849 0.352 0.015 -0.091 0.140
H -1.820533 1.273573 0.375375 0.021 0.578 0.091 0.067
H 2.169259 2.345543 -1.035231 0.092 0.345 -0.036 0.081
H -1.296491 -1.958436 1.354567 -0.336 0.190 0.538 0.065

Record 2
20
Properties=species:S:1:pos:R:3:forces:R:3:lowdin_charge:R:1 method="wB97M-V/def2-TZVPD" smiles="CCNCC(=O)NC" lumo_ev=0.862 multiplicity=1 de_lowest_kcal_mol=27.7 gap_ev=9.66
C 1.412320 0.501980 -0.320554 1.039 1.062 -1.594 -0.478
N -0.241096 -1.044561 0.708755 -0.423 0.262 -0.093 -0.067
H -0.571619 1.015593 0.345482 -0.318 -0.239 -0.302 0.107
H 1.254631 3.748813 -1.012277 0.000 0.231 0.248 0.083
H 1.467695 3.388174 0.720775 -0.282 0.214 0.246 0.080
C -1.309225 -1.443678 -0.176273 -0.525 -0.941 -0.292 -0.301
H 2.639175 1.807649 -1.160571 -0.373 0.433 0.173 0.139
H -1.024415 -3.501835 0.460129 0.118 -0.153 -0.461 0.067
O 2.105013 -0.392402 -0.784589 -0.544 -0.317 0.597 0.041
H 0.531257 -1.688498 0.680005 0.267 -0.109 -0.151 0.109
N 1.770127 1.805025 -0.633533 -0.642 -0.987 0.493 0.000
H 0.585066 0.655256 1.549820 -0.076 -0.029 -0.092 0.138
H -2.107320 -0.706073 -0.081426 -0.063 0.031 -0.061 0.108
C 1.070352 3.022213 -0.219518 0.960 -0.385 -1.067 -0.079
H -0.001852 2.867848 -0.213564 -0.072 -0.037 0.300 0.071
C -1.844930 -2.825637 0.221732 0.119 0.670 0.919 -0.100
C 0.218926 0.306757 0.565087 0.610 0.042 1.212 -0.167
H -1.095533 -1.553358 -1.253629 0.551 0.548 0.113 0.112
H -2.476247 -3.214532 -0.569041 -0.102 -0.262 0.063 0.065
H -2.382326 -2.748733 1.173190 -0.243 -0.031 -0.251 0.070

Record 3
20
Properties=species:S:1:pos:R:3:forces:R:3:lowdin_charge:R:1 method="wB97M-V/def2-TZVPD" lumo_ev="0.790 / 0.790" multiplicity=1 de_lowest_kcal_mol=129.7 gap_ev="7.01 / 7.01"
C 0.584685 -0.594342 0.455583 -1.980 -0.849 -0.411 -0.095
H 0.070241 1.793895 1.608646 -0.304 0.152 0.423 0.097
O 0.454525 1.120606 -0.715710 2.088 0.354 -0.460 -0.291
N -0.757854 1.404670 2.050090 0.712 -0.051 0.490 0.072
H -1.811764 -1.778990 -0.729410 -0.200 -0.063 -0.086 0.078
H 1.903271 2.003457 -1.882476 0.115 0.008 -0.169 0.062
H -2.498321 -0.147188 -1.000240 -0.039 -0.108 0.018 0.083
C 1.653076 1.045883 -1.408890 0.465 0.497 0.221 -0.279
H 2.465129 0.812044 -0.691867 0.246 0.134 -0.412 0.061
C -1.581815 -0.721425 -0.889214 0.051 -0.575 0.400 -0.048
H 1.700107 0.266640 -2.189679 -0.167 -0.017 -0.073 0.059
H -1.040154 -0.647137 -1.831698 0.100 0.158 0.074 0.080
H -2.378827 0.163807 1.619641 -0.299 0.419 -0.283 0.114
H 1.480935 -2.431624 0.656399 0.394 0.020 -0.731 0.102
C -0.769552 -0.177412 0.247161 -0.860 -2.037 2.565 -0.380
C -1.354219 0.405201 1.360958 -0.353 -0.362 -1.838 -0.169
H 1.095821 -0.247964 1.350412 -0.079 0.009 -0.156 0.134
H -1.055390 1.620127 2.986558 0.397 0.139 -0.119 0.091
H 0.812123 -2.054671 -0.978713 -0.022 -0.644 0.441 0.101
N 1.027983 -1.835579 -0.017552 -0.268 2.815 0.106 0.130

Record 4
20
Properties=species:S:1:pos:R:3:forces:R:3:lowdin_charge:R:1 method="wB97M-V/def2-TZVPD" smiles="CNC(=O)CCCN" lumo_ev=0.748 multiplicity=1 de_lowest_kcal_mol=17.5 gap_ev=10.13
H 1.899021 1.204831 -1.865263 -0.086 0.126 -0.089 0.110
H -1.869075 -3.064673 1.802967 -0.100 -0.001 0.046 0.087
C -2.164877 -2.026427 1.639320 0.580 -0.147 0.053 -0.068
H -0.349944 1.426480 -0.503040 0.048 0.164 0.031 0.117
H -0.632969 -0.552453 1.534990 -0.045 -0.137 -0.017 0.109
C 1.788614 1.484530 -0.814416 0.083 -0.453 -0.203 -0.309
H -3.017420 -2.025854 0.975843 -0.346 0.061 -0.005 0.081
O -1.424964 -2.199298 -1.001618 -0.188 -0.274 -0.192 0.056
H 0.112223 -0.405736 -1.932567 -0.395 -0.188 0.047 0.124
H -2.376993 -1.561184 2.598976 -0.216 -0.049 -0.045 0.083
H 1.034592 3.319859 -1.191445 0.020 0.130 -0.002 0.064
H 1.743228 3.191314 0.265309 0.038 0.156 -0.035 0.064
C 0.290664 -0.563589 -0.866659 0.798 0.498 -0.459 -0.122
H 0.587743 0.793850 0.829116 0.079 -0.007 0.103 0.097
H 1.231064 -1.123993 -0.886336 -0.073 -0.232 0.402 0.129
H 2.678244 1.062836 -0.332256 -0.131 0.067 0.080 0.116
N 1.837447 2.931556 -0.710668 -0.050 -0.020 0.186 -0.012
C -0.814098 -1.414940 -0.303750 -0.034 -0.074 0.085 -0.517
C 0.525003 0.816787 -0.260666 -0.156 0.007 0.035 -0.214
N -1.077511 -1.293891 1.022157 0.174 0.372 -0.021 0.006

Record 5
20
Properties=species:S:1:pos:R:3:forces:R:3:lowdin_charge:R:1 method="wB97M-V/def2-TZVPD" smiles="CCO/C(N)=C(/C)N" lumo_ev=1.040 multiplicity=1 de_lowest_kcal_mol=45.0 gap_ev=7.98
H -2.175630 1.726809 0.985489 -0.071 -0.097 0.008 0.117
N -0.236252 -1.777271 0.275743 -0.099 -0.230 0.171 0.106
C -2.485551 0.263291 -0.582919 0.329 0.080 0.114 -0.076
H -3.031499 0.928641 -1.248503 -0.055 0.058 -0.033 0.074
H 1.990583 -1.492086 -1.171488 0.090 0.002 0.020 0.077
O -0.794211 0.293135 1.218033 0.383 -0.410 -0.239 -0.079
C 1.356133 0.057214 0.174460 -0.922 -0.611 0.014 -0.349
C 0.169173 -0.454990 0.553511 0.650 0.345 -0.233 -0.382
H 0.513697 -2.447490 0.367728 -0.059 -0.070 0.062 0.076
H 0.842081 1.971433 0.657160 1.678 -0.909 -0.371 0.093
H -3.200502 -0.311750 0.002063 -0.088 -0.027 0.057 0.076
H 2.214303 1.828832 -0.341582 -0.172 -0.110 0.055 0.078
H -0.877743 1.773148 -0.236434 -1.128 -0.993 0.377 0.126
C -1.587337 1.072867 0.338883 0.661 1.394 -0.730 -0.267
H 2.952853 -1.371406 0.316385 0.088 -0.095 0.023 0.082
H -1.901767 -0.433206 -1.181920 0.026 0.027 -0.057 0.066
H -1.019426 -2.039341 0.861897 0.168 -0.021 0.022 0.091
H 3.154447 -0.181600 -0.952873 0.164 0.105 -0.161 0.068
N 1.693079 1.393321 0.410499 -1.183 1.569 0.838 0.067
C 2.423569 -0.799552 -0.446131 -0.459 -0.008 0.064 -0.043

Record 6
20
Properties=species:S:1:pos:R:3:forces:R:3:lowdin_charge:R:1 method="wB97M-V/def2-TZVPD" smiles="C/C=C(/O)N(C)CN" lumo_ev=0.934 multiplicity=1 de_lowest_kcal_mol=60.7 gap_ev=8.86
H -0.952120 -1.283095 -1.582786 0.041 -0.090 0.150 0.074
C 1.800436 0.207991 0.089722 0.101 -0.404 -0.301 -0.110
H -0.372920 2.836427 0.363560 0.034 -0.149 0.111 0.102
O -0.949568 2.239841 0.859655 0.070 0.068 0.021 0.027
N -0.257013 -0.731781 -2.058896 0.053 -0.329 -0.085 0.033
H 1.692660 -0.880454 0.067876 -0.028 -0.122 -0.019 0.053
H -0.361360 -1.822259 2.354444 -0.110 -0.045 -0.115 0.074
H -1.634434 -2.043542 1.154132 -0.283 -0.188 0.080 0.064
C -0.402053 0.980252 0.737516 -1.044 -0.442 0.481 -0.448
H -1.780190 0.291835 2.091897 -0.120 0.061 -0.010 0.103
H 0.444129 1.195220 -2.310299 -0.295 -0.195 -0.348 0.103
H 2.562128 0.461743 -0.652155 0.156 0.090 0.230 0.082
H 2.131761 0.462087 1.109142 -0.034 0.089 -0.475 0.103
N 0.604851 0.946141 -0.222571 -2.195 -0.018 -1.629 -0.114
H -1.215891 1.030247 -1.662708 0.260 0.176 0.649 0.120
H 0.005116 -1.805924 0.627807 -0.160 0.227 0.199 0.043
C -1.019677 -0.021221 1.388615 0.542 0.580 0.151 -0.100
C -0.730830 -1.488207 1.376906 0.577 -0.109 -0.188 -0.115
C -0.212296 0.607532 -1.665791 2.571 0.896 1.141 -0.172
H 0.647270 -1.182832 -2.066066 -0.134 -0.095 -0.044 0.076

Record 7
20
Properties=species:S:1:pos:R:3:forces:R:3:lowdin_charge:R:1 method="wB97M-V/def2-TZVPD" lumo_ev=0.753 multiplicity=1 de_lowest_kcal_mol=136.4 gap_ev=7.62
H 0.659390 1.311306 -0.680724 -0.157 -0.070 0.031 0.098
H 0.525986 0.138829 1.502551 0.113 -0.086 -0.016 0.101
H 3.008855 1.245564 0.925433 0.032 -0.049 -0.131 0.082
N 3.380534 0.466044 0.412064 0.145 -0.008 0.104 0.113
H -2.625753 1.652861 -0.157824 0.075 -0.131 0.005 0.079
C -2.083386 1.065341 0.597410 -0.020 -0.298 0.246 -0.149
C 0.419262 -0.425083 0.585137 -3.358 0.354 -0.660 -0.061
N -1.344870 -0.026482 0.012246 0.723 0.106 0.188 -0.271
H 0.515698 -0.313866 -1.580341 -0.099 -0.044 0.119 0.100
C -2.131463 -0.997629 -0.707386 0.013 -0.145 0.468 -0.146
H -1.480003 -1.779316 -1.111498 0.000 0.052 -0.007 0.077
H -2.871801 -1.485866 -0.056857 -0.047 -0.081 -0.082 0.074
C 2.563040 -0.409155 -0.232282 -0.306 0.615 -1.081 -0.465
H -2.820772 0.711943 1.333454 -0.041 0.111 0.039 0.073
O 2.960493 -1.403120 -0.798544 -0.157 0.131 0.290 0.000
H -1.399868 1.746507 1.115873 -0.005 -0.035 -0.051 0.071
H 0.459587 -1.504007 0.629770 0.090 0.028 -0.008 0.107
H 4.384129 0.316889 0.411011 -0.170 -0.044 0.080 0.099
C 0.557374 0.234882 -0.650557 3.069 -0.451 0.348 -0.064
H -2.676432 -0.545640 -1.548936 0.099 0.043 0.116 0.081

Record 8
20
Properties=species:S:1:pos:R:3:forces:R:3:lowdin_charge:R:1 method="wB97M-V/def2-TZVPD" smiles="C=NC(C)(C)[C@H](N)O" lumo_ev=0.881 multiplicity=1 de_lowest_kcal_mol=45.1 gap_ev=10.16
H -0.520052 2.138555 -0.729372 0.298 -0.105 -0.293 0.079
C -0.365244 -1.758939 0.711367 -0.044 0.314 -0.028 -0.041
H 1.117145 0.155576 1.968652 0.047 0.003 0.058 0.086
C 0.000896 -0.368076 0.203537 2.416 -0.280 -1.447 -0.513
C 2.292036 -0.040205 -0.763068 0.221 0.557 0.488 -0.072
C -1.049282 0.166934 -0.758193 -1.909 -0.209 1.831 -0.386
N -0.793080 1.415318 -1.383820 -0.625 0.095 0.059 0.080
H 0.640375 1.560511 1.009939 0.085 0.053 -0.018 0.067
H -1.273656 -0.581955 -1.528503 0.123 0.156 0.172 0.147
H -0.573771 0.708736 1.954400 0.026 -0.021 0.101 0.085
H 3.071810 -0.383414 -1.437589 0.005 0.073 -0.225 0.063
H 0.471621 -2.172982 1.270157 0.016 -0.068 0.051 0.083
H -2.824239 0.929019 -0.192784 0.013 -0.080 -0.144 0.077
H -1.239761 -1.688842 1.351676 -0.037 -0.041 0.103 0.083
N 1.190983 -0.627510 -0.777090 -1.585 -0.711 0.869 0.035
H -0.592238 -2.420900 -0.120530 0.025 -0.043 -0.076 0.083
C 0.323239 0.576618 1.354936 -0.134 -0.094 -0.371 -0.046
H 2.563288 0.803390 -0.115209 -0.073 -0.099 0.182 0.071
O -2.235054 0.264167 0.182377 1.084 0.288 -1.548 -0.067
H -0.205016 1.324000 -2.200884 0.047 0.212 0.236 0.085

Record 9
20
Properties=species:S:1:pos:R:3:forces:R:3:lowdin_charge:R:1 method="wB97M-V/def2-TZVPD" smiles="C[C@@H](N)C(=O)N(C)C" lumo_ev=0.783 multiplicity=1 de_lowest_kcal_mol=81.6 gap_ev=10.12
H 0.809902 0.958714 2.493111 0.636 -1.603 0.440 0.096
H 2.599999 -1.079670 0.705434 0.727 0.417 1.010 0.053
H 1.760717 -1.755913 -0.512385 -0.955 2.423 0.856 0.144
N -0.821513 1.691923 -1.495622 -3.875 0.786 1.779 -0.028
H -2.418479 -0.426675 -0.668504 -1.903 -0.754 1.648 0.024
C -0.414198 0.180140 0.415508 1.172 0.049 -0.761 -0.486
H -0.344878 2.333992 -0.841187 0.248 -0.614 -0.464 0.061
H -1.893255 1.927707 -1.112822 3.351 -1.015 -1.415 0.146
C -0.542175 0.264603 -1.149760 0.383 0.115 -1.043 -0.325
C 1.762190 -0.738089 0.145707 1.732 -3.254 -2.621 -0.139
H -2.316645 -0.124362 -2.453002 0.336 -0.590 1.491 0.089
O -1.182018 0.777854 1.135831 -0.912 0.133 0.127 0.044
H 0.481207 0.078734 -1.772042 -2.719 -0.288 1.664 0.152
C -1.891096 -0.649277 -1.524526 4.074 2.439 -3.987 -0.014
H 2.066913 0.108133 -0.451467 0.295 0.020 -0.412 0.082
C 0.971811 -0.171090 2.389896 -0.701 -0.835 0.798 -0.040
H -1.549291 -1.619441 -1.933959 -0.672 0.110 1.260 0.072
H 2.076065 -0.577878 2.514652 -2.504 1.202 0.327 0.107
N 0.665736 -0.450942 0.953704 -0.947 -0.166 1.459 -0.176
H 0.179006 -0.728463 3.161432 2.233 1.423 -2.160 0.138

Record 10
20
Properties=species:S:1:pos:R:3:forces:R:3:lowdin_charge:R:1 method="wB97M-V/def2-TZVPD" smiles="C[C@@]1(O)CN1.C=CN" lumo_ev=0.859 multiplicity=1 de_lowest_kcal_mol=119.0 gap_ev=9.04
C -1.191503 -0.434235 -0.052107 -3.225 2.004 -1.401 -0.516
H -2.963041 0.917751 -0.027966 0.073 0.139 0.048 0.102
H -1.019080 -1.863812 -1.417369 -0.094 0.414 -0.061 0.110
H -0.920398 -1.166064 1.971835 0.217 0.017 -0.088 0.094
C -0.995865 -0.224672 1.433807 0.575 0.916 -0.263 -0.009
H 1.766927 -0.137580 1.278457 0.069 0.406 0.273 0.075
H -0.918135 1.672729 -0.980490 0.523 -0.280 0.893 0.087
H -3.003760 -0.307892 -1.349567 -0.001 -0.112 -0.082 0.100
H -1.801215 0.366393 1.866857 -0.398 -0.317 -0.181 0.078
C -2.386501 0.244132 -0.651128 0.148 0.111 -0.048 -0.157
C 2.011777 0.217058 0.284394 0.771 -3.979 -0.029 -0.296
O -1.118839 -1.771982 -0.463132 1.145 -0.024 0.325 -0.017
H 0.924160 -1.539828 -0.410865 -0.629 0.793 0.046 0.030
C 3.050952 1.038540 0.135232 -0.462 -0.063 -0.394 -0.033
H 3.636376 1.319970 0.992668 -0.368 0.582 0.277 0.040
H -0.148426 0.438575 1.596402 0.357 -0.499 0.224 0.054
H 1.193451 0.010397 -1.504953 0.303 -4.103 2.200 0.155
N -1.085766 0.690249 -1.166512 -0.387 -2.258 0.699 0.055
N 1.519265 -0.783238 -0.707268 1.341 6.366 -2.202 0.003
H 3.449620 1.313510 -0.828294 0.044 -0.112 -0.234 0.044